{"formula": "C56H62BKN8O3S3", "method": "ωB97M-V/def2-TZVPD", "homo_lumo_gap_ev": 3.02, "charge": -2, "homo_energy_ev": 0.7073, "de_lowest_kj_mol": 393.04, "energy_ev": -126648.0555, "lumo_energy_ev": 3.73, "multiplicity": 1, "symbols": ["K", "C", "C", "C", "C", "N", "N", "B", "N", "N", "C", "C", "C", "C", "C", "S", "C", "C", "C", "C", "N", "N", "C", "C", "C", "C", "C", "S", "C", "C", "C", "C", "C", "S", "C", "C", "C", "C", "H", "H", "H", "H", "H", "H", "H", "H", "H", "H", "H", "H", "H", "H", "H", "H", "H", "H", "H", "H", "H", "H", "H", "H", "H", "H", "H", "H", "H", "H", "H", "H", "H", "H", "H", "H", "H", "H", "H", "C", "O", "C", "C", "C", "C", "C", "C", "N", "N", "C", "O", "C", "C", "C", "C", "C", "C", "C", "O", "H", "H", "H", "H", "H", "H", "H", "H", "H", "H", "H", "H", "C", "C", "C", "C", "C", "C", "C", "C", "C", "C", "C", "C", "C", "C", "H", "H", "H", "H", "H", "H", "H", "H", "H", "H", "H"], "coordinates": [[0.06550, 0.31000, 0.10020], [2.42800, 3.89210, -2.61280], [0.93830, 3.85790, -2.50790], [0.19080, 5.00950, -2.36340], [-1.20450, 4.89250, -2.24760], [-1.79290, 3.73180, -2.17600], [-1.08440, 2.60310, -2.29250], [-1.87300, 1.37490, -2.23690], [-1.83030, 0.59260, -3.49750], [-1.98660, 1.38880, -4.55170], [-1.91800, 0.92430, -5.76630], [-1.59210, -0.42400, -6.01260], [-1.42640, -1.26340, -4.93080], [-1.01620, -2.69090, -5.09200], [-1.63010, -0.75800, -3.62000], [-1.60630, -1.72640, -2.25930], [-2.30810, 1.90300, -6.86100], [-2.71870, 3.23550, -6.22810], [-3.50510, 1.31830, -7.62630], [-1.13700, 2.14940, -7.81740], [-3.08390, 1.31350, -1.46980], [-4.13280, 0.77810, -2.13760], [-5.30130, 0.66000, -1.56830], [-5.51780, 0.99990, -0.22700], [-4.46310, 1.55410, 0.48450], [-4.59820, 1.90170, 1.93330], [-3.23560, 1.77110, -0.15710], [-1.97030, 2.55800, 0.62310], [-6.44240, 0.26450, -2.48950], [-7.40230, 1.46170, -2.55950], [-5.90620, -0.03430, -3.89060], [-7.18580, -0.96530, -1.96110], [0.27430, 2.61480, -2.53850], [1.08610, 1.19340, -2.89130], [-2.11470, 6.10610, -2.29840], [-1.79390, 6.90060, -3.57410], [-1.90060, 6.99980, -1.07300], [-3.57940, 5.66510, -2.34440], [2.79990, 4.91760, -2.62730], [2.74920, 3.36620, -3.51220], [2.85520, 3.36530, -1.75830], [0.67450, 5.97620, -2.34260], [-1.46780, -0.79740, -7.02190], [-1.11340, -3.01390, -6.12770], [-1.62660, -3.31820, -4.44580], [0.02210, -2.80820, -4.77520], [-3.53890, 3.08160, -5.53330], [-3.02440, 3.94490, -6.99830], [-1.88700, 3.64640, -5.66330], [-4.31030, 1.08890, -6.93100], [-3.22930, 0.39960, -8.14120], [-3.87220, 2.03500, -8.36170], [-0.27420, 2.50040, -7.25630], [-1.40670, 2.90630, -8.55530], [-0.85580, 1.23870, -8.34190], [-6.47750, 0.85570, 0.24870], [-5.63870, 1.86310, 2.25140], [-4.19290, 2.89330, 2.12370], [-4.01560, 1.19100, 2.52110], [-6.86310, 2.34520, -2.89480], [-7.82210, 1.67390, -1.57850], [-8.21920, 1.26180, -3.25320], [-5.37830, 0.83140, -4.28080], [-6.72780, -0.29380, -4.55990], [-5.19790, -0.85640, -3.84860], [-7.64320, -0.76560, -0.99430], [-6.49500, -1.79750, -1.85050], [-7.97120, -1.25080, -2.66180], [-0.76720, 7.26260, -3.56270], [-2.45810, 7.76170, -3.66020], [-1.92540, 6.26910, -4.45120], [-0.89770, 7.42320, -1.06800], [-2.04090, 6.42320, -0.16160], [-2.61790, 7.82190, -1.08900], [-3.75700, 5.05400, -3.22560], [-4.23550, 6.53720, -2.37650], [-3.81090, 5.06730, -1.46820], [-1.30510, -5.25830, 1.25700], [-0.73860, -3.99080, 1.37550], [-0.73050, -3.38300, 2.60840], [-1.07590, -3.97930, 3.79150], [-1.08620, -3.24540, 4.98840], [-0.68680, -1.93320, 4.98900], [-0.21330, -1.32770, 3.81870], [0.24160, 0.02610, 3.77380], [1.26880, 0.43600, 3.06660], [1.48770, 1.76700, 2.99630], [1.60780, 2.35610, 1.82280], [1.53570, 1.85940, 0.69030], [1.76520, 3.82850, 1.99590], [2.50120, 4.35000, 3.04980], [2.54460, 5.71620, 3.25140], [1.87030, 6.56730, 2.38910], [1.16230, 6.04820, 1.31740], [1.10520, 4.68060, 1.12200], [-0.29190, -2.00900, 2.55330], [-0.04520, -1.43300, 1.46800], [-1.40450, -5.44300, 0.18690], [-2.29640, -5.31310, 1.72740], [-0.66460, -6.03810, 1.69610], [-1.35580, -5.02400, 3.82000], [-1.40540, -3.73310, 5.90070], [-0.67790, -1.36640, 5.91310], [-0.31830, 0.82140, 4.25750], [3.02320, 3.67130, 3.70790], [3.09630, 6.12080, 4.09080], [1.89800, 7.63750, 2.55420], [0.62760, 6.70720, 0.64710], [0.53440, 4.25320, 0.31230], [3.31590, -6.31020, -0.75790], [3.71600, -5.57920, 0.34940], [3.27830, -4.28140, 0.52380], [2.42230, -3.69300, -0.41040], [1.98000, -4.45790, -1.49070], [2.43190, -5.74960, -1.66690], [1.95650, -2.32800, -0.27610], [2.42370, -1.43080, 0.54560], [2.88830, -0.51490, 1.36550], [3.87910, 0.45560, 0.96870], [4.58980, 1.13790, 1.89130], [4.42960, 0.85620, 3.28600], [3.48200, 0.00800, 3.72200], [2.40820, -0.48200, 2.79970], [3.68070, -7.31910, -0.90390], [4.36980, -6.03590, 1.08220], [3.57540, -3.70650, 1.39000], [1.27530, -4.01950, -2.18160], [2.09420, -6.33310, -2.51270], [1.10400, -2.07310, -0.89610], [4.03110, 0.60230, -0.08990], [5.31740, 1.88110, 1.59320], [5.11810, 1.31930, 3.98360], [3.34940, -0.21040, 4.77460], [2.05140, -1.47420, 3.08170]], "forces_ev_per_angstrom": [[-1.64, 0.02, -2.26], [-0.06, 0.05, -0.05], [-0.25, 0.33, 0.18], [-0.01, -0.25, -0.03], [0.36, -0.01, 0.04], [-0.53, 0.20, -0.13], [0.55, 0.34, -0.08], [-0.14, -0.12, 0.56], [0.01, -0.67, -0.82], [-0.16, 0.12, -0.25], [-0.01, 0.02, 0.14], [0.04, -0.36, 0.67], [-0.02, 0.32, -0.85], [-0.13, 0.03, -0.08], [-0.09, 0.43, 0.28], [0.09, -0.29, 0.56], [-0.04, 0.21, -0.10], [0.05, -0.18, -0.13], [0.18, 0.09, 0.11], [-0.12, -0.07, 0.14], [0.08, 0.14, 0.20], [-0.31, -0.12, -0.73], [0.17, 0.00, 0.56], [-0.14, -0.10, -0.13], [0.32, -0.06, -0.40], [-0.07, 0.04, -0.15], [-0.77, 0.03, 0.29], [0.82, 0.47, 0.60], [-0.03, -0.05, -0.16], [0.08, -0.18, 0.00], [-0.13, 0.04, 0.16], [0.11, 0.17, -0.05], [-0.05, 0.41, -0.16], [0.47, -0.92, -0.08], [-0.25, 0.17, 0.00], [-0.04, -0.06, 0.18], [-0.01, -0.12, -0.14], [0.20, 0.07, 0.03], [-0.04, 0.07, 0.03], [0.09, 0.01, 0.03], [0.08, -0.09, 0.02], [0.04, 0.10, -0.06], [-0.02, -0.02, -0.03], [0.03, 0.02, -0.12], [0.05, -0.10, -0.01], [0.01, -0.06, 0.07], [-0.09, 0.08, 0.11], [0.00, 0.03, -0.14], [0.04, 0.14, 0.10], [-0.12, -0.02, 0.04], [-0.01, -0.10, -0.08], [-0.02, 0.05, -0.09], [0.13, 0.06, 0.03], [-0.01, 0.03, -0.09], [0.07, -0.13, -0.09], [-0.13, 0.02, -0.01], [-0.16, -0.09, 0.00], [0.03, 0.00, 0.09], [0.08, 0.05, 0.15], [0.03, 0.12, -0.05], [-0.06, 0.06, 0.08], [-0.12, -0.04, -0.11], [0.07, 0.04, -0.10], [-0.13, -0.05, -0.05], [0.13, -0.11, -0.08], [-0.04, -0.01, 0.12], [0.06, -0.13, 0.03], [-0.12, -0.06, -0.06], [0.08, 0.04, -0.05], [-0.08, 0.09, -0.01], [-0.01, -0.04, -0.11], [0.14, 0.05, 0.04], [-0.02, -0.05, 0.14], [-0.04, 0.10, 0.05], [-0.09, -0.11, -0.04], [0.00, 0.12, 0.01], [-0.12, -0.12, 0.07], [-0.09, -0.32, 0.06], [0.12, 0.57, 0.39], [0.00, -0.47, -0.35], [0.02, -0.14, -0.47], [-0.01, 0.27, 0.46], [0.00, -0.17, 0.36], [0.16, -0.39, -0.33], [0.35, 0.31, -0.52], [-1.07, -0.71, 0.37], [0.13, 1.28, 1.14], [-0.30, -0.12, -0.12], [1.39, 1.37, 0.33], [0.04, 0.22, -0.05], [0.02, 0.00, 0.01], [0.12, 0.15, 0.08], [0.04, 0.19, 0.02], [-0.08, 0.11, -0.01], [0.08, -0.13, -0.02], [-0.17, 0.25, -0.12], [-0.21, -1.72, 1.43], [0.00, -0.03, 0.07], [0.06, 0.04, -0.05], [-0.05, 0.06, 0.01], [-0.07, -0.04, -0.08], [0.00, 0.06, 0.03], [-0.03, 0.01, 0.05], [0.11, 0.13, -0.07], [-0.04, -0.07, 0.11], [0.06, 0.04, 0.02], [0.00, 0.04, 0.01], [-0.03, 0.03, -0.06], [-0.10, -0.09, -0.13], [-0.02, -0.17, -0.05], [0.15, -0.09, 0.09], [-0.13, 0.12, -0.11], [0.39, -0.60, -0.01], [0.01, 0.21, 0.12], [0.08, -0.24, -0.03], [-0.13, 0.61, 0.03], [0.50, -0.16, -0.15], [-0.47, -0.57, 0.11], [0.93, 0.66, 0.11], [-0.12, -0.13, -1.19], [-0.43, -0.83, 0.90], [0.66, 0.41, 0.17], [0.01, -0.48, -0.17], [-0.02, -0.04, 0.02], [0.05, 0.04, 0.03], [0.07, 0.04, 0.07], [-0.10, 0.08, -0.11], [-0.04, 0.00, -0.08], [-0.21, 0.12, -0.02], [-0.03, 0.10, -0.08], [-0.01, 0.00, -0.11], [-0.01, -0.08, 0.09], [0.04, 0.02, 0.04], [0.10, 0.19, 0.01]], "lowdin_charge": [0.607, -0.093, -0.289, 0.002, -0.259, 0.150, -0.007, -0.717, -0.009, 0.183, -0.237, 0.033, -0.268, -0.097, -0.710, 0.667, -0.547, -0.066, -0.050, -0.051, 0.036, 0.152, -0.267, -0.019, -0.302, -0.109, -0.663, 0.655, -0.548, -0.056, -0.070, -0.056, -0.678, 0.662, -0.543, -0.054, -0.052, -0.059, 0.068, 0.050, 0.073, 0.105, 0.108, 0.066, 0.040, 0.080, 0.078, 0.077, 0.077, 0.081, 0.070, 0.076, 0.088, 0.075, 0.071, 0.091, 0.061, 0.038, 0.075, 0.086, 0.069, 0.071, 0.067, 0.073, 0.081, 0.068, 0.086, 0.071, 0.068, 0.075, 0.078, 0.063, 0.088, 0.075, 0.075, 0.075, 0.082, -0.107, -0.077, -0.182, -0.047, -0.135, -0.080, -0.151, 0.052, -0.039, 0.116, -0.504, -0.177, -0.124, -0.042, -0.109, -0.115, -0.077, -0.007, -0.311, -0.197, 0.091, 0.091, 0.090, 0.094, 0.081, 0.101, 0.152, 0.098, 0.087, 0.087, 0.082, 0.087, -0.120, -0.104, -0.026, -0.201, -0.024, -0.098, -0.028, 0.040, -0.172, -0.030, -0.091, -0.102, -0.036, -0.166, 0.088, 0.093, 0.112, 0.109, 0.095, 0.087, 0.126, 0.098, 0.096, 0.105, 0.148]}